No. 1
Density functional theory data (ωB97M-V/def2-TZVPD) for a structure of composition C3H6NO4 at a distorted geometry.

```
14
C3H6NO4, DFT ωB97M-V/def2-TZVPD
O 0.2102 -1.4255 1.1197
C -0.8748 -0.8474 0.7060
C -1.1124 0.5651 1.3264
N -0.3588 1.4929 0.4808
C -0.2964 0.7541 -0.7814
O 0.3454 1.1233 -1.7335
O -0.9806 -0.4011 -0.7200
H -1.7899 -1.4159 0.9625
H -2.1842 0.7587 1.2074
H -0.8697 0.5874 2.3841
H 0.5112 0.7402 0.2404
H 1.6451 -1.0471 0.0382
H 2.1622 -0.0734 -1.0318
O 2.3884 -0.8997 -0.5890
```

## Properties
Max |F|   4.4 eV/A
Relative energy (zero: lowest compared OMol25 entry of this formula, charge and spin)   4.2656 eV
Net charge   -1
Frontier orbital gap   8.458 eV

Löwdin population analysis, charges in e, atoms 1 to 8: -0.17 -0.56 -0.18 0.12 -0.69 0.06 0.05 0.12



No. 2
Density functional theory data (ωB97M-V/def2-TZVPD) for a cluster of 2 separate species, C3H9NO in total at a distorted geometry.

```
14
C3H9NO, DFT ωB97M-V/def2-TZVPD
C -0.0741 -1.6996 -0.0456
C -0.5634 -0.2055 -0.0605
C -0.2167 0.7603 -0.9731
N -0.9267 1.9030 -1.2109
H 0.5826 -1.7899 -0.9085
H 0.4967 -1.6835 0.9252
H -0.9768 -2.4381 -0.0431
H -1.3659 -0.0988 0.6768
H 0.6275 0.6334 -1.6315
H -0.4415 2.6697 -1.7877
H -1.6401 2.2252 -0.6428
H 1.4040 0.4421 1.3218
H 1.2424 -0.7094 2.3264
O 1.8521 -0.0088 2.0535
```

## Properties
2S+1   2
Max |F|   4.8 eV/A
Relative energy (zero: lowest compared OMol25 entry of this formula, charge and spin)   0.9282 eV
Net charge   +1
Frontier orbital gap (spin up / spin down)   11.059 / 7.453 eV

Löwdin population analysis, charges in e, atoms 1 to 8: -0.02 -0.02 -0.07 0.22 0.08 0.08 0.14 0.14



No. 3
Density functional theory data (ωB97M-V/def2-TZVPD) for a cluster of 2 separate species, C8H15ClN2O3 in total at a distorted geometry.

```
29
C8H15ClN2O3, DFT ωB97M-V/def2-TZVPD
C 0.8996 -0.9197 2.9848
O 1.4672 -0.2196 1.8835
C 1.5517 -0.8498 0.6855
C 2.8658 -0.7306 -0.0096
N 0.5846 -1.5755 0.2221
O -0.5537 -1.7540 0.7009
O 0.8554 -2.2347 -0.9831
H 0.8212 -0.1905 3.7884
H 1.5609 -1.7344 3.2942
H -0.0837 -1.3241 2.7429
H 3.2108 0.2996 0.0503
H 2.7908 -1.0486 -1.0439
H 3.6009 -1.3578 0.4951
H 0.0047 -2.3222 -1.4521
C -1.8168 0.9143 1.8225
N -1.0704 1.5124 0.7711
C -0.5042 1.0874 -0.2014
C 0.0610 0.9816 -1.3800
C -0.7372 0.9378 -2.6288
C -2.1022 1.5826 -2.5191
Cl -1.0016 -0.8168 -3.1368
H -1.3441 1.1798 2.7680
H -1.8935 -0.1701 1.7249
H -2.8127 1.3610 1.8008
H 1.1181 0.8003 -1.4649
H -0.1634 1.3462 -3.4629
H -1.9802 2.6194 -2.2051
H -2.6217 1.5594 -3.4733
H -2.7073 1.0667 -1.7741
```

## Properties
Structure (SMILES)   CO/C(C)=[N+](\[O-])O.CN=C=C[C@H](C)Cl
Max |F|   1.2 eV/A
Relative energy (zero: lowest compared OMol25 entry of this formula, charge and spin)   3.3269 eV
Net charge   0
Frontier orbital gap   9.132 eV

Löwdin population analysis, charges in e, atoms 1 to 8: -0.06 -0.05 -0.34 0.02 -0.27 -0.05 0.03 0.09



No. 4
Density functional theory data (ωB97M-V/def2-TZVPD) for the molecule C6H10S2 at a distorted geometry.

```
18
C6H10S2, DFT ωB97M-V/def2-TZVPD
C 0.5767 -2.5102 2.0348
C 1.6909 -1.5692 1.3090
C 1.1196 -0.1551 1.1104
C 0.6946 0.2857 -0.1489
S -0.2930 1.7190 -0.3758
C -1.1972 1.5027 -1.8448
C -1.8878 2.7522 -2.2699
S -1.3714 0.0808 -2.5577
H -0.2280 -1.9322 2.7915
H 1.0830 -3.3650 2.5884
H -0.0989 -2.6942 1.1395
H 2.5168 -1.3932 1.9732
H 2.1279 -1.9477 0.4724
H 0.7404 0.3896 2.0300
H 1.0200 -0.0148 -1.0807
H -2.6791 2.2443 -2.9828
H -2.5792 3.1764 -1.3908
H -1.2352 3.4310 -2.7978
```

## Properties
Structure (SMILES)   CC/C=C/SC(C)=S
Max |F|   5.2 eV/A
Relative energy (zero: lowest compared OMol25 entry of this formula, charge and spin)   2.3854 eV
Net charge   0
Frontier orbital gap   8.316 eV

Löwdin population analysis, charges in e, atoms 1 to 8: -0.10 -0.25 -0.15 -0.44 0.89 -1.24 -0.22 0.69



No. 5
Density functional theory data (ωB97M-V/def2-TZVPD) for a structure of composition C3H8F9KO13S3.

```
37
C3H8F9KO13S3, DFT ωB97M-V/def2-TZVPD
K 0.7318 -0.5763 -0.3712
C 5.0641 0.6935 -0.7193
F 5.2118 -0.6427 -0.5568
F 6.2892 1.1986 -0.9693
F 4.3183 0.8764 -1.8273
S 4.2747 1.4417 0.7732
O 4.0791 2.8266 0.3947
O 3.0360 0.6887 0.8479
O 5.2633 1.1999 1.7833
C -2.5967 -1.2109 3.3041
F -3.2247 -0.2979 2.5740
F -1.6551 -0.5699 4.0257
F -3.4818 -1.7241 4.1883
S -1.8679 -2.5533 2.2821
O -0.9098 -1.8281 1.4706
O -1.2663 -3.4286 3.2719
O -3.0082 -3.0891 1.5798
C -2.8162 1.5026 -0.9987
F -1.9949 0.4608 -0.7209
F -2.7834 2.3179 0.0614
F -2.2469 2.1576 -2.0283
S -4.5378 0.9939 -1.4803
O -5.1645 0.5750 -0.2480
O -5.0461 2.2385 -2.0344
O -4.2546 -0.0464 -2.4379
O -0.7468 -2.9008 -1.4227
H -1.4832 -3.2171 -1.9528
H -0.7544 -3.4459 -0.6275
O 1.8106 -1.4418 -2.9930
H 2.2685 -2.2861 -2.9445
H 1.7038 -1.2636 -3.9310
O 1.2578 2.0559 -1.2762
H 1.9247 1.9781 -0.5722
H 1.7565 2.3522 -2.0425
O 0.3389 1.4601 1.5375
H -0.1319 1.1556 2.3209
H 0.6423 2.3490 1.7393
```

## Properties
Max |F|   0.7 eV/A
Relative energy (zero: lowest compared OMol25 entry of this formula, charge and spin)   0.0000 eV
Net charge   -2
Frontier orbital gap   7.258 eV

Löwdin population analysis, charges in e, atoms 1 to 8: 0.85 -0.64 0.09 0.10 0.10 0.45 -0.32 -0.37



No. 6
Density functional theory data (ωB97M-V/def2-TZVPD) for a structure of composition C17H17BrFe at a distorted geometry.

```
36
C17H17BrFe, DFT ωB97M-V/def2-TZVPD
C -1.9255 -0.8385 -0.8062
C -1.7211 -1.3358 0.5031
C -1.7771 -0.2402 1.4006
H -1.5463 -2.3652 0.7709
C -1.9734 0.9324 0.6459
C -2.0465 0.5678 -0.7217
H -2.1605 1.2454 -1.5522
H -1.9358 -1.4220 -1.7097
H -1.6360 -0.2910 2.4667
H -2.0077 1.9368 1.0332
Fe 0.0000 0.0000 0.0000
Br 1.1425 -0.8318 -1.7600
C 2.7712 0.6759 -4.9094
C 1.6809 1.4587 -5.3384
C 0.6981 0.5908 -5.8549
H 1.6104 2.5399 -5.2813
C 1.1811 -0.7285 -5.7451
C 2.4625 -0.6759 -5.1609
H 3.0992 -1.5268 -4.9427
H 3.6873 1.0484 -4.4631
H -0.2617 0.8865 -6.2652
H 0.6584 -1.6270 -6.0560
C 1.7616 0.7700 0.7924
C 1.5015 0.6052 2.2787
C 2.1630 -0.3756 3.0429
C 1.8335 -0.5654 4.3941
C 0.8507 0.2232 4.9981
C 0.1986 1.2085 4.2554
C 0.5204 1.3979 2.9051
H 2.6193 0.1412 0.4723
H 1.9541 1.8356 0.5533
H 2.9093 -1.0145 2.5913
H 2.3293 -1.3342 4.9739
H 0.5900 0.0680 6.0393
H -0.5665 1.8159 4.7245
H -0.0092 2.1564 2.3457
```

## Properties
2S+1   6
Max |F|   1.9 eV/A
Relative energy (zero: lowest compared OMol25 entry of this formula, charge and spin)   1.6548 eV
Net charge   -1
Frontier orbital gap (spin up / spin down)   4.920 / 3.164 eV

Löwdin population analysis, charges in e, atoms 1 to 8: -0.22 -0.18 -0.18 0.11 -0.18 -0.17 0.12 0.10